Entry 1:
DFT (wB97M-V/def2-TZVPD) results for a molecular structure, C8H8IrN3O3S4.

- HOMO-LUMO gap (alpha / beta): 7.3 / 6.5 eV
- Total charge: +1
- 2S+1: 2
- Molecular weight: 514.655 g/mol

Each line ends with the natural charge from an NBO analysis.
Atoms and positions in Å:
Ir: -0.30957 1.33799 -1.36695  1.0415
C: -0.48338 0.29649 4.12715  -0.7426
S: -1.50400 -0.44387 2.83897  0.4486
C: -0.87216 0.27807 1.42176  -0.1606
S: -1.60348 -0.07413 -0.08278  0.1105
N: 0.20835 1.05890 1.48131  -0.2632
N: 0.47416 1.66020 0.35930  -0.1395
C: 1.80669 2.13993 0.08684  -0.2419
C: 2.37889 1.10226 -0.88273  0.1938
C: 3.72189 0.87430 -1.06144  -0.2087
C: 4.12118 -0.17750 -1.88003  -0.1040
C: 3.16615 -0.97582 -2.48249  -0.2228
C: 1.82724 -0.69184 -2.27769  0.0817
N: 1.44842 0.32286 -1.50162  -0.4254
H: -0.86686 -0.11472 5.05856  0.2550
H: -0.59820 1.37638 4.12849  0.2444
H: 0.55871 0.01777 4.00137  0.2412
H: 2.40318 2.16805 1.00104  0.2826
H: 4.44726 1.50493 -0.56588  0.2514
H: 5.17353 -0.37263 -2.03462  0.2501
H: 3.44158 -1.80666 -3.11509  0.2561
H: 1.03665 -1.26767 -2.73799  0.2361
O: 0.55740 2.70193 -2.68958  -0.9351
S: 0.10472 3.86199 -1.82680  2.1997
O: 0.07809 5.15220 -2.39281  -0.8337
O: -1.17410 3.34460 -1.23688  -0.9048
S: 1.67290 3.91415 -0.41172  0.0898

Forces on atoms 1 to 2 (eV/Å):
-0.067 -0.010 0.069
0.004 -0.005 0.005

Entry 2:
DFT (wB97M-V/def2-TZVPD) results for C8H8N2O in the gas phase at a distorted geometry.

- HOMO-LUMO gap (alpha / beta): 6.7 / 10.0 eV
- 2S+1: 1
- Molecular weight: 148.165 g/mol

Each line ends with the natural charge from an NBO analysis.
Atoms and positions in Å:
C: -1.76899 -0.09610 -0.04997  -0.1784
C: -1.01083 1.18060 -0.04278  -0.2179
C: -0.88123 -0.82190 1.09481  -0.2601
C: -0.81428 -0.72799 -0.99036  -0.2934
C: -0.03769 0.65097 1.03065  -0.1826
C: 0.04250 0.54760 -1.06554  -0.1913
C: -0.33218 -1.68902 0.03170  -0.0742
C: 1.10424 0.69893 0.05278  -0.1122
N: 2.34480 -1.12014 0.57942  -0.0270
N: 2.33472 -0.08686 0.04129  0.2201
O: 3.27678 0.53746 -0.53231  -0.5179
H: -2.77997 -0.01454 -0.30023  0.2192
H: -1.44693 2.20853 -0.00361  0.2294
H: -0.87184 -1.19643 2.06642  0.2266
H: -1.28173 -1.07047 -1.95297  0.2321
H: 0.06074 0.95096 1.98345  0.2141
H: 0.25836 0.87164 -2.09322  0.2340
H: 0.25722 -2.54104 0.04719  0.2141
H: 1.54628 1.71782 0.10329  0.2655

Forces on atoms 1 to 2 (eV/Å):
-0.444 0.002 1.705
1.204 1.470 0.320

Entry 3:
DFT (wB97M-V/def2-TZVPD) results for C8H8N2O3 in the gas phase at a distorted geometry.

- HOMO-LUMO gap (alpha / beta): 7.4 / 5.7 eV
- 2S+1: 3
- Molecular weight: 180.163 g/mol

Each line ends with the natural charge from an NBO analysis.
Atoms and positions in Å:
C: -1.58095 -2.41097 1.16801  -0.2069
C: -1.26449 -2.21206 -0.19857  -0.1858
C: -1.09791 -1.46304 2.02512  -0.2074
C: -0.49598 -1.15440 -0.59143  -0.2095
C: -0.26353 -0.36478 1.63092  -0.1708
C: -0.05324 -0.20229 0.28680  -0.0861
C: 1.58133 0.96300 -1.43439  0.1372
C: 0.62222 1.08376 -0.15647  0.3398
N: 2.59206 1.64382 -1.28602  -0.6221
N: -0.43682 1.93836 -0.72837  0.2683
O: -1.28522 1.43718 -1.41144  -0.3405
O: -0.32824 3.10500 -0.45878  -0.2937
O: 1.21232 1.78544 0.83091  -0.6443
H: -2.05376 -3.36386 1.47572  0.2278
H: -1.70409 -2.87767 -0.98729  0.2151
H: -1.20243 -1.59126 3.11591  0.2162
H: -0.53783 -1.11935 -1.67440  0.2252
H: 0.10444 0.52967 2.20201  0.2535
H: 1.17038 0.19851 -2.11958  0.1979
H: 3.31434 1.62187 -1.97039  0.3714
H: 1.70740 2.45306 0.28174  0.5148

Forces on atoms 1 to 2 (eV/Å):
0.596 -0.554 -1.365
-1.085 -1.421 0.463

Entry 4:
DFT (wB97M-V/def2-TZVPD) results for a molecular structure, C8H8N2O3S at a distorted geometry.

- HOMO-LUMO gap: 9.3 eV
- 2S+1: 1
- Molecular weight: 212.230 g/mol

Each line ends with the natural charge from an NBO analysis.
Atoms and positions in Å:
C: 0.12870 -0.90342 2.46791  -0.1679
C: -0.61698 -1.66607 1.54085  -0.2061
C: 0.54663 0.30663 2.07887  -0.2018
C: -0.58904 -1.28379 0.24435  -0.1623
C: 0.55063 0.72445 0.76687  -0.1691
C: 0.10884 -0.11821 -0.18373  -0.1267
C: -1.98196 0.91348 -1.73079  0.4505
C: -0.06283 0.41100 -1.52088  0.1061
N: -3.02041 1.77108 -1.50515  -0.7589
N: 0.68506 1.40287 -2.03088  -0.7859
O: -2.40131 -0.02775 -2.60754  -0.7026
O: -3.99712 1.41942 -3.84253  -0.8817
O: -4.88526 -0.12880 -2.08907  -0.8580
S: -3.92747 0.79684 -2.57336  2.3775
H: 0.27003 -1.29711 3.40659  0.2148
H: -1.14881 -2.56642 1.60136  0.2275
H: 0.92658 0.91883 2.78766  0.2075
H: -0.94727 -1.82295 -0.62942  0.2201
H: 1.10114 1.65630 0.59874  0.2008
H: -0.10673 -0.34390 -2.33655  0.2233
H: 0.98076 2.02987 -1.28159  0.3797
H: 0.54374 1.74614 -2.97967  0.4132

Forces on atoms 1 to 2 (eV/Å):
-2.349 -1.664 -1.779
1.038 0.468 -0.812

Entry 5:
DFT (wB97M-V/def2-TZVPD) results for 2 unconnected molecules or ions with the total composition C8H8N2O4 at a distorted geometry.

- HOMO-LUMO gap (alpha / beta): 8.5 / 6.3 eV
- 2S+1: 3
- Molecular weight: 196.162 g/mol

Each line ends with the natural charge from an NBO analysis.
Atoms and positions in Å:
C: -0.13623 2.55534 -0.00391  -0.1395
C: -1.04429 1.91878 -0.98666  -0.4877
C: 0.68790 1.82915 0.66350  -0.2818
C: -1.26844 0.62688 -0.89164  0.4906
C: 1.27490 0.44594 -0.14159  0.5769
C: 4.08679 -0.25960 -1.38471  1.0371
C: -2.37676 -1.72457 1.13057  -0.6351
C: -1.44242 -1.75873 -0.12676  -0.2417
N: -0.97902 -0.54306 -0.69466  -0.4214
N: 1.41499 -0.35017 0.85395  0.0572
O: 4.38475 0.80168 -1.02264  -0.5340
O: 1.06399 -0.98197 1.88674  -0.1932
O: 3.78482 -1.30954 -1.71204  -0.5059
O: 1.71720 0.37423 -1.29099  -0.5026
H: -0.36057 3.56148 0.17150  0.2101
H: -1.42981 2.66493 -1.61393  0.2467
H: 1.23252 2.02088 1.54127  0.2155
H: -2.90388 -0.79397 1.26186  0.2175
H: -1.86953 -1.90424 2.13678  0.2195
H: -3.13111 -2.54609 1.01251  0.2162
H: -2.15319 -2.23684 -0.94764  0.2267
H: -0.55260 -2.39046 0.15847  0.2290

Forces on atoms 1 to 2 (eV/Å):
-2.507 -0.711 -1.268
0.805 1.180 0.658

Entry 6:
DFT (wB97M-V/def2-TZVPD) results for a molecular structure, C8H8N2O4SV at a distorted geometry.

- HOMO-LUMO gap (alpha / beta): 6.4 / 5.8 eV
- Total charge: +2
- 2S+1: 4
- Molecular weight: 279.173 g/mol

Each line ends with the natural charge from an NBO analysis.
Atoms and positions in Å:
V: 0.05729 1.01652 -1.95054  0.2729
C: 0.12943 2.26302 -0.54633  0.5536
O: 0.14234 2.95983 0.39380  -0.3041
C: 0.07839 2.01569 -3.59876  0.5451
O: 0.06992 2.59555 -4.60823  -0.2475
C: -1.84453 0.69276 -1.72053  0.5423
O: -2.97546 0.48740 -1.53706  -0.2941
C: 1.91741 0.52088 -1.74801  0.5274
O: 3.04204 0.23672 -1.60691  -0.3129
H: 0.03223 -2.12245 -3.71624  -0.0113
H: 0.02816 -1.75465 -4.37111  0.0211
C: -1.48920 -1.87398 1.89628  -0.4215
N: -0.36472 -0.94702 1.97649  -0.2836
C: 0.13949 -0.32882 3.11514  -0.0241
C: 1.17069 0.46738 2.71448  -0.0359
N: 1.28597 0.31156 1.35122  -0.4956
C: 0.33897 -0.54608 0.89217  0.2230
S: 0.01292 -1.05251 -0.70420  0.0124
H: -2.24670 -1.48928 1.20590  0.2342
H: -1.14461 -2.84326 1.52221  0.2484
H: -1.91273 -1.98897 2.89377  0.2574
H: -0.27157 -0.50867 4.09237  0.2771
H: 1.81149 1.12812 3.27244  0.2768
H: 1.99276 0.76027 0.78166  0.4391

Forces on atoms 1 to 2 (eV/Å):
-0.086 -3.950 -0.310
-0.039 5.578 6.350

Entry 7:
DFT (wB97M-V/def2-TZVPD) results for a molecular structure, C8H8N2S at a distorted geometry.

- HOMO-LUMO gap: 9.1 eV
- 2S+1: 1
- Molecular weight: 164.233 g/mol

Each line ends with the natural charge from an NBO analysis.
Atoms and positions in Å:
C: 0.26732 1.33171 0.59397  -0.4731
C: 1.44084 0.55236 0.12065  0.1006
C: 1.36366 -0.71668 -0.45196  -0.1480
C: 3.51112 -0.07334 -0.18795  0.1444
C: -0.98423 0.66966 0.06757  -0.2046
C: -2.06489 1.16831 -0.67107  -0.2364
C: -3.21358 0.31055 -0.78821  -0.2881
C: -2.87617 -0.84340 -0.03250  -0.4413
H: 0.31977 2.35145 0.31749  0.2435
H: 0.50975 1.10392 1.65890  0.2443
H: 0.60216 -1.71648 -0.58641  0.2530
H: 3.00988 -1.70900 -1.23897  0.3982
H: 4.64122 0.04215 -0.06358  0.2219
H: -2.32969 2.47393 -0.85617  0.2263
H: -4.37557 0.80977 -1.06707  0.2565
H: -3.49412 -1.78891 0.23520  0.2367
N: 2.68432 -1.10541 -0.60925  -0.5260
N: 2.77370 0.95643 0.34589  -0.4590
S: -1.35962 -0.93244 0.72132  0.4511

Forces on atoms 1 to 2 (eV/Å):
0.475 -2.067 0.356
0.966 -1.039 -1.051

Entry 8:
DFT (wB97M-V/def2-TZVPD) results for a molecular structure, C8H8N3NbOS at a distorted geometry.

- HOMO-LUMO gap (alpha / beta): 5.5 / 4.5 eV
- Total charge: +2
- 2S+1: 1
- Molecular weight: 287.145 g/mol

Each line ends with the natural charge from an NBO analysis.
Atoms and positions in Å:
Nb: -1.64097 1.46456 0.36216  1.8930
N: 0.39948 2.39375 4.13822  -0.7012
C: 0.03729 1.90584 2.92093  0.2648
S: -0.89661 3.02162 2.03400  0.0178
N: 0.31802 0.69089 2.56079  -0.3118
N: -0.21301 0.31201 1.32138  -0.3955
C: 0.70276 -0.17358 0.54984  0.3005
C: 0.43654 -0.68569 -0.81324  -0.2217
C: 1.09142 -1.88891 -1.14575  -0.0916
C: 0.90574 -2.46621 -2.39653  -0.1552
C: 0.07701 -1.83286 -3.31127  -0.1081
C: -0.55065 -0.62545 -2.96968  -0.1826
C: -0.39936 0.00931 -1.71802  0.2868
O: -0.96216 1.12684 -1.46351  -0.6390
H: -0.22607 3.17698 4.28762  0.4027
H: 0.29248 1.65308 4.81138  0.4313
H: 1.74270 -0.27171 0.90557  0.2801
H: 1.72284 -2.37540 -0.41043  0.2547
H: 1.39494 -3.39878 -2.64880  0.2679
H: -0.09237 -2.25794 -4.29355  0.2680
H: -1.18961 -0.13881 -3.70596  0.2582
H: -2.95042 0.36044 0.98485  -0.1192

Forces on atoms 1 to 2 (eV/Å):
0.394 -1.580 -0.552
-1.044 -0.285 -1.124

Entry 9:
DFT (wB97M-V/def2-TZVPD) results for 2 unconnected molecules or ions with the total composition C8H8N3O2 at a distorted geometry.

- HOMO-LUMO gap (alpha / beta): 7.8 / 7.8 eV
- Total charge: +1
- 2S+1: 1
- Molecular weight: 178.171 g/mol

Each line ends with the natural charge from an NBO analysis.
Atoms and positions in Å:
C: -2.85249 -0.37642 -0.04236  -0.1955
C: -2.06253 -1.28276 0.72098  -0.1480
C: -2.20494 0.70514 -0.66219  -0.1593
C: -0.74076 -1.01233 1.03546  -0.2422
C: -0.92989 1.07136 -0.32646  -0.1973
C: -0.24225 0.24350 0.53437  0.1656
C: 0.04121 2.08651 -0.63321  0.2154
C: 2.37517 -0.65908 -0.32811  0.5797
N: 3.22903 -0.14126 0.40863  0.0378
N: 0.99851 0.74629 0.75807  -0.2532
N: 1.82053 -1.33245 -1.26644  -0.7659
O: 3.17242 0.58262 1.47168  -0.4575
O: 1.14387 1.93860 0.15067  -0.2116
H: -3.93478 -0.61530 -0.24699  0.2563
H: -2.47223 -2.14087 1.34299  0.2514
H: -2.75064 1.37651 -1.25130  0.2334
H: -0.10688 -1.78732 1.33676  0.2338
H: 0.07851 2.94986 -1.26620  0.2394
H: 2.13851 0.89986 1.83661  0.5237
H: 1.29975 -0.94809 -2.08173  0.4443
H: 1.99987 -2.30434 -1.49125  0.4498

Forces on atoms 1 to 2 (eV/Å):
0.173 0.589 -1.267
0.488 -0.511 2.348

Entry 10:
DFT (wB97M-V/def2-TZVPD) results for 3 unconnected molecules or ions with the total composition C8H8N3O4 at a distorted geometry.

- HOMO-LUMO gap: 9.2 eV
- Total charge: +1
- 2S+1: 1
- Molecular weight: 210.169 g/mol

Each line ends with the natural charge from an NBO analysis.
Atoms and positions in Å:
C: 3.08539 0.86233 0.23895  -0.1325
C: 3.22452 0.99976 -1.11026  -0.1917
C: 1.86161 0.86030 0.96512  -0.1653
C: 2.04982 0.98610 -1.84000  -0.1227
C: 0.72598 0.76841 0.19681  -0.1123
C: 0.84862 0.91436 -1.24274  0.0149
C: -0.69810 0.97904 0.65975  0.7398
C: -2.60337 -0.61300 1.09370  0.7756
N: -1.41679 -0.35903 0.98955  -0.3647
N: -0.26056 0.69233 -2.04461  0.5302
N: -3.88761 -0.79120 1.37446  -0.7726
O: -1.18899 1.94062 1.11524  -0.4273
O: -0.08854 0.47692 -3.22421  -0.2986
O: -1.33825 0.76520 -1.44980  -0.3962
O: -1.01760 -2.85395 0.73717  -0.9232
H: 3.97590 0.67436 0.85088  0.2341
H: 4.23260 0.93560 -1.52198  0.2530
H: 1.89517 0.84857 2.00607  0.2429
H: 2.04789 0.94256 -2.91473  0.2623
H: -1.24172 -4.24939 0.58531  0.4789
H: -4.42715 -0.63270 2.22093  0.4752
H: -4.36452 -1.34984 0.69134  0.4492
H: -1.41429 -2.79733 1.62305  0.4512

Forces on atoms 1 to 2 (eV/Å):
0.635 -0.198 2.114
0.097 -0.621 0.480